Record 1
Density functional theory data (ωB97M-V/def2-TZVPD) for C66H47F9KN4O4P as an isolated structure at a distorted geometry.

Atoms and positions in Å:
K  -0.040  -0.200  0.220
O  -1.977  0.739  0.675
C  -2.956  1.188  1.420
C  -3.230  0.281  2.740
C  -2.022  -0.255  3.403
C  -1.688  0.057  4.726
C  -0.652  -0.625  5.336
C  0.071  -1.550  4.601
C  -0.251  -1.723  3.250
C  0.540  -2.630  2.385
C  1.967  -2.099  1.833
O  1.849  -1.299  0.767
C  2.646  -3.453  1.540
C  2.760  -3.883  0.228
C  3.321  -5.111  -0.076
C  3.749  -5.949  0.938
C  3.586  -5.557  2.256
C  3.043  -4.322  2.554
C  2.703  -1.331  2.928
C  2.113  -0.155  3.385
C  2.716  0.622  4.357
C  3.964  0.272  4.849
C  4.611  -0.830  4.320
C  3.987  -1.626  3.373
N  -1.298  -1.123  2.701
C  -2.771  2.671  1.779
C  -2.510  3.180  3.041
C  -2.433  4.547  3.256
C  -2.600  5.432  2.206
C  -2.797  4.933  0.926
C  -2.879  3.572  0.719
C  -4.354  1.152  0.744
C  -5.439  1.857  1.251
C  -6.666  1.815  0.613
C  -6.825  1.057  -0.536
C  -5.747  0.350  -1.046
C  -4.521  0.403  -0.410
H  -3.785  -0.569  2.341
H  -3.862  0.833  3.436
H  -2.275  0.769  5.292
H  -0.413  -0.446  6.378
H  0.875  -2.114  5.053
H  -0.035  -2.846  1.485
H  0.728  -3.553  2.935
H  2.378  -3.228  -0.537
H  3.402  -5.429  -1.107
H  4.188  -6.910  0.706
H  3.879  -6.215  3.064
H  2.901  -4.046  3.591
H  1.182  0.154  2.940
H  2.205  1.504  4.724
H  4.432  0.857  5.629
H  5.603  -1.090  4.665
H  4.519  -2.478  2.978
H  -2.375  2.512  3.877
H  -2.250  4.925  4.255
H  -2.562  6.500  2.379
H  -2.894  5.615  0.090
H  -3.032  3.177  -0.273
H  -5.322  2.462  2.141
H  -7.502  2.384  1.006
H  -7.786  1.029  -1.038
H  -5.864  -0.233  -1.950
H  -3.650  -0.110  -0.792
O  -1.491  0.901  -3.967
C  -0.741  0.396  -3.126
N  -0.033  1.019  -2.205
C  0.367  2.281  -2.195
O  0.905  2.908  -3.115
C  0.272  2.966  -0.855
C  0.052  4.341  -0.818
C  0.122  4.998  0.393
C  0.347  4.252  1.540
C  0.478  2.882  1.408
N  0.486  2.260  0.245
C  -0.730  -1.113  -3.027
C  -1.300  -1.846  -4.072
C  -1.446  -3.212  -3.940
C  -1.017  -3.813  -2.765
C  -0.425  -3.005  -1.803
N  -0.276  -1.701  -1.932
H  -0.148  4.870  -1.738
H  0.005  6.072  0.452
H  0.415  4.722  2.510
H  0.608  2.258  2.280
H  -1.640  -1.320  -4.950
H  -1.900  -3.804  -4.728
H  -1.138  -4.878  -2.601
H  -0.050  -3.431  -0.878
F  6.285  3.318  -6.267
C  6.752  3.251  -5.010
F  7.185  4.500  -4.713
F  7.884  2.511  -5.096
C  5.779  2.717  -4.009
C  6.212  2.533  -2.698
C  5.337  2.035  -1.756
C  4.018  1.718  -2.092
C  3.603  1.901  -3.406
C  4.474  2.402  -4.362
P  2.827  1.148  -0.748
C  3.986  -0.194  -0.313
C  3.960  -1.228  -1.249
C  4.849  -2.274  -1.183
C  5.799  -2.298  -0.165
C  5.845  -1.266  0.764
C  4.952  -0.216  0.684
C  6.803  -3.394  -0.076
F  6.681  -4.344  -1.018
F  8.079  -2.933  -0.210
F  6.806  -4.041  1.107
C  3.287  2.572  0.315
C  3.315  3.836  -0.282
C  3.479  4.984  0.467
C  3.635  4.882  1.845
C  3.574  3.636  2.459
C  3.383  2.498  1.701
C  3.839  6.092  2.697
F  5.065  6.115  3.282
F  2.967  6.181  3.725
F  3.741  7.260  2.040
H  7.228  2.791  -2.431
H  5.679  1.905  -0.738
H  2.571  1.718  -3.666
H  4.138  2.563  -5.375
H  3.198  -1.207  -2.016
H  4.801  -3.075  -1.904
H  6.584  -1.285  1.552
H  5.016  0.571  1.418
H  3.159  3.916  -1.347
H  3.458  5.955  -0.007
H  3.636  3.565  3.535
H  3.256  1.552  2.198

charge: -2
spin multiplicity: 1
max |F|: 0.0300 Eh/bohr
orbital gap: 6.43 eV
HOMO: -2.7 eV
lowest unoccupied orbital energy: 0.138 Ha
energy relative to the best compared isomer or geometry (same formula, charge and spin): 2.006 eV

=====

Record 2
Density functional theory data (ωB97M-V/def2-TZVPD) for a 11-piece molecular cluster, C17H42Cl5N9O20 overall at a distorted geometry.

Atoms and positions in Å:
C  1.191  -0.249  3.114
C  1.208  0.209  1.676
C  -0.042  -0.430  0.850
N  -0.171  0.267  -0.549
C  -0.708  1.732  -0.385
C  -1.032  -0.532  -1.524
C  -0.734  0.008  -2.886
C  0.781  0.176  -2.922
C  1.080  0.160  -1.404
H  0.224  -0.344  3.608
H  1.781  0.370  3.790
H  1.506  -1.292  3.107
H  2.153  -0.127  1.250
H  1.235  1.293  1.792
H  -1.024  -0.261  1.291
H  0.009  -1.510  0.718
H  -1.008  2.208  -1.319
H  0.142  2.344  -0.084
H  -1.483  1.770  0.381
H  -2.095  -0.460  -1.292
H  -0.856  -1.607  -1.504
H  -1.184  1.001  -2.903
H  -1.191  -0.564  -3.693
H  1.127  1.084  -3.415
H  1.325  -0.664  -3.356
H  1.754  0.941  -1.052
H  1.636  -0.754  -1.196
Cl  3.300  -3.309  -0.981
O  3.470  -2.498  -2.203
O  3.143  -2.436  0.154
O  2.184  -4.201  -1.130
O  4.516  -4.117  -0.862
C  -0.665  -4.844  -4.342
Cl  0.769  -5.813  -4.524
Cl  -0.492  -3.362  -5.366
Cl  -2.006  -5.845  -4.837
Cl  -0.967  -4.284  -2.712
C  -2.592  5.215  -0.440
N  -3.662  4.502  -1.235
O  -4.854  4.802  -1.046
O  -3.359  3.586  -2.001
H  -2.357  4.529  0.374
H  -2.992  6.171  -0.103
H  -1.684  5.292  -1.038
C  5.169  1.331  2.210
N  4.187  2.019  1.401
O  3.776  3.122  1.777
O  3.930  1.534  0.278
H  5.565  0.576  1.530
H  4.637  0.865  3.040
H  5.962  2.027  2.482
C  -1.863  2.006  4.745
N  -1.741  2.687  3.445
O  -2.776  3.200  3.057
O  -0.777  2.514  2.743
H  -0.917  1.499  4.939
H  -2.788  1.431  4.697
H  -1.938  2.777  5.512
C  1.959  -4.739  2.444
N  0.900  -5.141  3.481
O  -0.147  -4.479  3.513
O  1.153  -6.085  4.251
H  2.009  -5.469  1.636
H  2.894  -4.373  2.869
H  1.524  -3.787  2.140
C  -4.137  -4.539  -0.125
N  -3.243  -3.421  -0.479
O  -2.337  -3.063  0.316
O  -3.487  -2.817  -1.501
H  -4.478  -5.080  -1.007
H  -4.957  -3.969  0.311
H  -3.666  -5.182  0.619
C  1.503  5.163  2.141
N  0.554  5.693  1.107
O  -0.371  6.469  1.446
O  0.672  5.157  0.037
H  1.545  4.084  1.987
H  1.028  5.295  3.113
H  2.465  5.676  2.116
C  4.271  -0.345  -5.004
N  4.001  0.095  -6.423
O  3.251  -0.595  -7.071
O  4.499  1.129  -6.895
H  3.338  -0.444  -4.448
H  5.025  0.349  -4.633
H  4.788  -1.298  -5.117
C  -6.005  -0.319  0.764
N  -4.811  0.356  1.498
O  -4.966  1.153  2.420
O  -3.711  0.077  1.059
H  -6.651  0.516  0.492
H  -6.541  -0.990  1.436
H  -5.676  -0.819  -0.147

spin multiplicity: 1
max |F|: 0.0713 Eh/bohr
orbital gap: 8.13 eV
HOMO: -8.9 eV
lowest unoccupied orbital energy: -0.028 Ha

=====

Record 3
Density functional theory data (ωB97M-V/def2-TZVPD) for CH3O3S as an isolated structure at a distorted geometry.

Atoms and positions in Å:
C  -0.021  -0.248  0.255
O  0.413  0.252  -2.591
O  0.669  -2.076  -1.943
O  -0.772  0.887  -0.116
S  1.165  -0.677  -1.736
H  0.924  -0.081  0.742
H  -0.542  -1.183  0.406
H  -0.968  0.765  -1.048

charge: -1
spin multiplicity: 1
max |F|: 0.0658 Eh/bohr
orbital gap: 6.58 eV
HOMO: -2.5 eV
lowest unoccupied orbital energy: 0.150 Ha
energy relative to the best compared isomer or geometry (same formula, charge and spin): 1.854 eV

=====

Record 4
Density functional theory data (ωB97M-V/def2-TZVPD) for a 2-piece molecular cluster, C2H4INO overall.

Atoms and positions in Å:
C  0.131  1.383  -0.136
C  0.463  0.401  -0.911
N  -0.063  2.405  0.488
O  0.246  -2.005  0.503
I  -1.685  -1.874  0.146
H  1.301  -0.229  -0.673
H  -0.056  0.210  -1.831
H  -0.701  2.429  1.273
H  0.362  -2.719  1.139

spin multiplicity: 1
max |F|: 0.0149 Eh/bohr
orbital gap: 7.97 eV
HOMO: -8.7 eV
SMILES string: C=C=N.OI
lowest unoccupied orbital energy: -0.025 Ha
energy relative to the best compared isomer or geometry (same formula, charge and spin): 1.999 eV

=====

Record 5
Density functional theory data (ωB97M-V/def2-TZVPD) for a 4-piece molecular cluster, C4H13NO3 overall at a distorted geometry.

Atoms and positions in Å:
C  -0.382  1.458  -1.486
C  -0.224  -0.034  -1.751
C  -1.116  -0.837  -2.354
C  1.041  -1.551  -0.604
N  1.034  -0.564  -1.403
H  -0.376  1.522  -0.393
H  -1.333  1.758  -1.924
H  0.435  1.982  -1.974
H  -0.851  -1.882  -2.457
H  -2.031  -0.432  -2.765
H  1.927  -2.155  -0.426
H  0.233  -1.868  0.054
H  2.106  -0.521  1.761
H  1.806  0.227  0.468
O  1.886  0.358  1.425
H  -1.796  -0.751  1.119
H  -0.759  -0.315  2.079
O  -1.093  -1.138  1.667
H  0.415  1.729  2.495
H  -0.413  1.411  3.703
O  -0.508  1.604  2.765

spin multiplicity: 1
max |F|: 0.0336 Eh/bohr
orbital gap: 9.68 eV
HOMO: -9.1 eV
SMILES string: C=NC(=C)C.O.O.O
lowest unoccupied orbital energy: 0.023 Ha
energy relative to the best compared isomer or geometry (same formula, charge and spin): 2.248 eV

=====

Record 6
Density functional theory data (ωB97M-V/def2-TZVPD) for an isolated ion of composition C28H52N3 and charge +1 at a distorted geometry.

Atoms and positions in Å:
C  1.310  1.932  4.639
C  1.548  1.415  3.443
N  2.239  2.120  2.341
C  2.468  3.589  2.674
N  3.572  3.768  3.592
C  1.415  2.043  1.080
C  1.364  0.649  0.426
C  1.830  0.701  -1.052
C  0.679  0.485  -2.037
C  0.990  0.836  -3.497
C  2.382  0.427  -4.024
C  2.464  -1.013  -4.569
C  2.767  -2.098  -3.497
C  1.507  -2.957  -3.168
C  1.274  -3.091  -1.638
C  -0.224  -3.208  -1.353
C  -0.569  -3.291  0.162
C  -1.488  -2.156  0.669
C  -2.809  -2.665  1.321
C  -4.072  -2.374  0.477
C  -5.123  -1.495  1.219
C  -5.817  -0.478  0.294
C  -5.807  0.961  0.875
C  -6.980  1.804  0.344
C  -7.025  1.854  -1.213
C  3.616  1.492  2.177
C  4.292  1.787  1.037
C  5.519  1.193  0.866
C  5.986  0.347  1.842
C  5.200  0.156  2.946
N  4.005  0.701  3.132
H  1.086  2.986  4.786
H  1.359  1.346  5.549
H  1.197  0.415  3.211
H  2.727  4.132  1.766
H  1.544  4.038  3.032
H  4.224  4.445  3.216
H  3.226  4.146  4.466
H  0.397  2.306  1.374
H  1.712  2.827  0.387
H  1.931  -0.113  0.966
H  0.325  0.314  0.415
H  2.610  -0.043  -1.227
H  2.299  1.661  -1.302
H  0.317  -0.541  -1.939
H  -0.155  1.128  -1.724
H  0.836  1.901  -3.690
H  0.262  0.325  -4.136
H  3.202  0.586  -3.319
H  2.591  1.084  -4.875
H  1.600  -1.270  -5.183
H  3.315  -1.028  -5.260
H  3.488  -2.776  -3.961
H  3.247  -1.687  -2.607
H  0.638  -2.466  -3.611
H  1.605  -3.952  -3.605
H  1.847  -3.907  -1.193
H  1.659  -2.161  -1.200
H  -0.790  -2.375  -1.780
H  -0.570  -4.106  -1.875
H  0.367  -3.234  0.728
H  -1.008  -4.272  0.340
H  -0.949  -1.564  1.418
H  -1.777  -1.457  -0.121
H  -2.738  -3.750  1.431
H  -2.907  -2.273  2.336
H  -4.547  -3.308  0.169
H  -3.811  -1.847  -0.446
H  -5.891  -2.180  1.583
H  -4.650  -0.980  2.056
H  -6.868  -0.720  0.109
H  -5.348  -0.408  -0.690
H  -4.878  1.455  0.565
H  -5.874  0.929  1.966
H  -7.913  1.359  0.697
H  -6.873  2.825  0.714
H  -6.960  2.887  -1.558
H  -6.197  1.310  -1.666
H  -7.978  1.451  -1.554
H  3.931  2.428  0.244
H  6.115  1.348  -0.024
H  6.939  -0.157  1.778
H  5.577  -0.491  3.734

charge: +1
spin multiplicity: 1
max |F|: 0.0332 Eh/bohr
orbital gap: 9.46 eV
HOMO: -12.0 eV
SMILES string: C=C[N@+](CN)(CCCCCCCCCCCCCCCCCCCC)c1ccccn1
lowest unoccupied orbital energy: -0.093 Ha
energy relative to the best compared isomer or geometry (same formula, charge and spin): 0.000 eV

=====

Record 7
Density functional theory data (ωB97M-V/def2-TZVPD) for C13H25BF2IrN6O2PS2 as an isolated structure at a distorted geometry.

Atoms and positions in Å:
Ir  -0.087  0.419  0.904
S  0.246  -1.160  -0.907
C  1.037  0.019  -1.860
S  0.807  1.544  -1.107
C  1.747  -0.239  -2.981
C  1.895  -1.595  -3.420
N  2.029  -2.697  -3.721
C  2.416  0.813  -3.684
N  2.948  1.662  -4.249
C  -2.689  3.936  1.934
C  -1.416  3.127  2.153
C  -1.516  2.301  3.441
C  -0.199  4.063  2.219
C  -1.219  2.151  1.005
N  -2.008  1.958  0.067
H  -2.845  4.597  2.787
H  -3.558  3.283  1.842
H  -2.621  4.547  1.032
H  -1.665  2.968  4.291
H  -0.607  1.718  3.614
H  -2.360  1.611  3.392
H  -0.380  4.855  2.945
H  -0.009  4.530  1.250
H  0.700  3.527  2.531
C  -0.350  -2.800  4.044
P  0.598  -2.629  2.540
C  -0.236  -3.609  1.301
C  2.198  -3.382  2.786
O  0.794  -1.148  2.183
H  -0.462  -3.852  4.305
H  -1.335  -2.358  3.882
H  0.149  -2.271  4.856
H  -0.331  -4.635  1.660
H  0.333  -3.602  0.372
H  -1.230  -3.203  1.116
H  2.096  -4.429  3.071
H  2.739  -2.844  3.564
H  2.759  -3.312  1.853
F  -3.022  2.945  -1.849
B  -3.067  2.092  -0.836
F  -4.118  1.268  -0.753
N  1.731  1.161  1.494
H  2.390  1.169  0.718
H  2.071  0.545  2.232
H  1.660  2.109  1.853
N  -4.166  -1.415  1.394
C  -3.008  -1.189  0.743
N  -2.929  -1.579  -0.536
O  -2.038  -0.701  1.378
H  -4.998  -1.708  0.914
H  -4.254  -1.077  2.335
H  -3.754  -1.829  -1.053
H  -2.088  -1.374  -1.056

charge: +1
spin multiplicity: 2
max |F|: 0.0490 Eh/bohr
orbital gap (spin up / spin down): 6.99 / 6.23 eV
HOMO (spin up / spin down): -11.2 / -11.1 eV
lowest unoccupied orbital energy (spin up / spin down): -0.153 / -0.180 Ha
energy relative to the best compared isomer or geometry (same formula, charge and spin): 2.115 eV

=====

Record 8
Density functional theory data (ωB97M-V/def2-TZVPD) for a 2-piece molecular cluster, C5H13N2 overall at a distorted geometry.

Atoms and positions in Å:
C  1.206  -2.439  -1.743
C  0.699  -1.363  -1.123
N  1.352  -0.411  -0.360
C  2.542  -0.933  0.347
H  2.148  -2.916  -1.501
H  0.632  -2.879  -2.547
H  -0.368  -1.179  -1.250
H  0.668  0.005  0.298
H  2.878  -0.151  1.021
H  2.283  -1.801  0.956
H  3.297  -1.122  -0.416
C  -2.074  2.692  0.451
C  -1.264  0.500  0.792
N  -1.791  1.621  1.409
H  -2.381  3.631  0.909
H  -2.839  2.413  -0.292
H  -1.197  2.861  -0.174
H  -1.340  -0.220  1.608
H  -1.771  0.414  -0.172
H  -2.682  1.280  1.788

charge: +1
spin multiplicity: 1
max |F|: 0.1050 Eh/bohr
orbital gap: 4.41 eV
HOMO: -12.0 eV
lowest unoccupied orbital energy: -0.280 Ha
energy relative to the best compared isomer or geometry (same formula, charge and spin): 6.674 eV